C2H7S | ωB97M-V/def2-TZVPD

Strongest force on any atom: 1.3 eV Å⁻¹
DFT total energy: -478.6003 Eh
Molar mass: 63.15 g/mol
Charge: -1
HOMO level: -2.39 eV
Kohn-Sham gap: 6.63 eV

Last column: Mulliken charge in e.
CARTESIAN COORDINATES (ANGSTROEM)
S (0.6987, -0.5418, 1.7076)  -0.883
H (0.6698, -1.7749, 2.2193)  -0.078
C (-1.3122, 0.2091, -1.5943)  -0.762
C (0.0069, 0.9506, -1.6374)  -0.821
H (-1.6769, 0.0844, -2.6014)  0.311
H (-1.2715, -0.7560, -1.0820)  0.245
H (-2.0349, 0.7498, -0.9796)  0.215
H (0.8663, 0.3415, -1.9531)  0.247
H (0.2418, 1.3717, -0.6617)  0.198
H (0.1200, 1.6638, -2.4678)  0.327



C2H7S | ωB97M-V/def2-TZVPD

Strongest force on any atom: 1.2 eV Å⁻¹
DFT total energy: -478.6015 Eh
Molar mass: 63.15 g/mol
Charge: -1
HOMO level: -2.43 eV
Kohn-Sham gap: 6.62 eV

Last column: Mulliken charge in e.
CARTESIAN COORDINATES (ANGSTROEM)
S (-1.4829, 0.9997, -1.1247)  -0.904
H (-2.2711, 0.8996, -0.0377)  -0.068
C (1.7167, -0.2853, 1.3052)  -0.704
C (1.1517, -1.5804, 0.6899)  -0.838
H (2.5226, 0.0131, 0.6321)  0.205
H (2.0831, -0.5325, 2.2979)  0.273
H (1.0005, 0.5312, 1.2361)  0.247
H (0.6756, -1.3106, -0.2550)  0.237
H (1.9557, -2.3197, 0.6884)  0.276
H (0.3184, -2.0855, 1.1915)  0.277



C2H7S3 | ωB97M-V/def2-TZVPD

Strongest force on any atom: 0.5 eV Å⁻¹
DFT total energy: -1274.9975 Eh
Molar mass: 127.28 g/mol
Charge: -1
HOMO level: -3.01 eV
Kohn-Sham gap: 6.26 eV

Last column: Mulliken charge in e.
CARTESIAN COORDINATES (ANGSTROEM)
S (0.7881, -2.4047, 0.6808)  -0.320
S (-0.7878, -1.9824, 1.9859)  -0.256
H (0.3182, -1.5652, -0.4548)  0.111
H (-1.4416, -3.1446, 1.8601)  0.107
C (0.7568, 1.4951, -0.1211)  -0.799
C (-0.4938, 0.9207, -0.7782)  -0.520
S (-0.1488, -0.4575, -1.9220)  -0.569
H (1.5060, 1.7129, -0.8823)  0.261
H (1.1865, 0.7549, 0.5538)  0.191
H (0.5198, 2.4011, 0.4487)  0.293
H (-1.0098, 1.6959, -1.3536)  0.264
H (-1.1936, 0.5738, -0.0175)  0.237